Below is the molecule C5H9N at a distorted geometry, with properties calculated with wB97M-V/def2-TZVPD.

Each line ends with the Mulliken charge.
Cartesian coordinates (Å):
C -0.99433 1.11571 0.09745  -1.525
C -0.13952 -0.13816 0.10116  1.777
C -0.12661 -0.90919 -1.19941  -1.553
C 1.32157 0.24116 0.47580  -1.670
C -0.92885 -1.12404 1.09517  -0.199
N -0.25832 -1.21460 2.04506  -0.352
H -2.02239 0.86588 -0.17219  0.385
H -0.99886 1.58566 1.08877  0.391
H -0.58276 1.82676 -0.62393  0.383
H -1.15018 -1.13790 -1.50171  0.384
H 0.41938 -1.85219 -1.07289  0.392
H 0.37352 -0.31293 -1.96465  0.392
H 1.39600 0.82089 1.40259  0.389
H 1.71769 0.86620 -0.34170  0.429
H 1.97366 -0.63326 0.57047  0.375

Relative energy (zero: lowest compared OMol25 entry of this formula, charge and spin) in kcal/mol: 44.32
Frontier orbital gap in eV: 11.23